Formula: C51H78BaN3O3
Source: the Open Molecules 2025 dataset
Level of theory: wB97M-V/def2-TZVPD

Geometry as XYZ:
```
136
Properties=species:S:1:pos:R:3:forces:R:3
Ba 0.2927 0.2521 0.1023 1.6 -1.2 -1.6
C 5.4285 -5.8769 0.0539 0.1 -0.2 0.2
C 4.5010 -5.0910 -0.8810 0.0 0.1 0.2
C 5.3635 -4.3397 -1.9001 0.1 0.2 -0.2
C 3.6318 -6.0834 -1.6457 -0.2 -0.2 -0.1
C 3.6519 -4.1071 -0.0706 -0.2 0.2 0.0
C 2.2592 -4.1969 0.0278 0.0 0.1 0.1
C 1.5204 -3.2317 0.6981 -0.1 -0.2 0.0
C 0.0573 -3.4946 1.0474 -0.1 0.3 -0.1
N -0.9789 -2.4636 0.7610 -0.3 0.0 -0.3
C -1.8628 -2.7907 -0.3762 0.3 0.1 0.5
C -1.4436 -2.0984 -1.6666 0.1 0.9 0.3
N -1.3649 -0.6085 -1.5671 -1.1 -0.5 -1.6
C -2.6540 0.0732 -1.2029 0.6 -0.1 0.2
C -2.7564 0.9450 0.1243 0.4 -0.3 0.0
N -2.0726 0.4082 1.3363 -0.9 -0.1 -0.2
C -2.6697 -0.8851 1.7638 0.1 0.4 -0.2
C -1.6695 -2.0142 1.9860 0.2 0.1 -0.4
C -2.1069 1.3487 2.4910 0.2 -0.1 -0.1
C -1.2688 2.6323 2.6272 -0.4 0.0 0.1
C -1.9051 3.6156 3.3810 -0.2 0.0 -0.2
C -1.2361 4.7126 3.9061 0.1 -0.2 0.0
C 0.1270 4.7682 3.6282 0.2 0.2 -0.1
C 0.8310 3.8460 2.8456 -0.1 0.5 0.2
C 0.1141 2.7309 2.3332 0.4 -1.2 -0.6
O 0.6712 1.7463 1.6400 0.0 3.3 3.1
C 2.3595 4.0695 2.7175 -0.3 -0.2 0.0
C 3.0064 3.6227 4.0366 0.2 -0.2 0.2
C 2.6772 5.5620 2.5177 0.1 0.2 0.0
C 3.0472 3.3182 1.5662 0.1 0.2 -0.1
C -1.9031 5.7804 4.7845 0.1 -0.1 -0.3
C -1.7159 7.1695 4.1583 0.0 0.2 -0.1
C -1.2682 5.7921 6.1790 0.1 -0.1 0.2
C -3.3980 5.5178 4.9387 -0.3 0.0 0.0
C -0.6544 -0.0568 -2.8003 0.1 0.3 0.7
C 0.5758 0.9119 -2.6859 -0.9 0.0 -0.4
C 1.7258 0.6694 -3.4326 -0.2 -0.2 0.1
C 2.6791 1.6566 -3.6508 -0.1 0.0 0.3
C 2.3337 2.9482 -3.2259 -0.2 0.2 0.0
C 1.1686 3.2736 -2.5273 0.5 0.0 -0.2
C 0.3593 2.1964 -2.0810 -0.7 -0.2 0.6
O -0.5246 2.2872 -1.1292 0.1 0.7 -1.6
C 0.7888 4.7396 -2.2410 0.1 -0.3 0.1
C -0.7185 4.9243 -2.0120 -0.2 0.2 -0.2
C 1.1657 5.6158 -3.4420 0.0 0.2 -0.1
C 1.5009 5.2494 -0.9887 0.1 0.1 0.3
C 4.0403 1.3716 -4.2920 -0.2 0.2 0.1
C 5.1687 1.6555 -3.2905 0.1 0.1 0.2
C 4.1602 -0.0841 -4.7276 0.0 -0.2 -0.2
C 4.2371 2.2678 -5.5181 0.1 0.1 -0.3
C 2.1594 -2.0866 1.2519 -0.7 0.6 0.2
O 1.4140 -1.0734 1.5840 1.5 -1.9 1.9
C 3.5665 -2.0941 1.3909 0.6 -0.9 -0.5
C 4.2545 -3.0755 0.6551 0.1 0.2 0.3
C 4.3631 -1.1226 2.2773 -0.3 0.1 -0.3
C 5.0445 -0.0711 1.3826 0.1 0.2 -0.1
C 3.4999 -0.4148 3.3342 0.1 0.0 0.3
C 5.4445 -1.8872 3.0562 0.2 0.0 0.1
H 6.0350 -6.5994 -0.5098 -0.1 0.1 0.1
H 4.8479 -6.4249 0.8043 0.0 0.1 -0.1
H 6.1153 -5.2134 0.5920 -0.1 -0.1 -0.1
H 5.9598 -5.0474 -2.4915 -0.1 0.1 0.1
H 6.0541 -3.6407 -1.4146 -0.1 -0.1 0.0
H 4.7387 -3.7567 -2.5869 0.1 -0.1 0.1
H 4.2622 -6.7310 -2.2647 0.0 0.0 0.0
H 2.9199 -5.5773 -2.3067 0.1 0.0 0.1
H 3.0562 -6.7315 -0.9752 0.1 0.1 0.0
H 1.7188 -5.0370 -0.3990 0.1 0.0 0.0
H 0.0042 -3.6862 2.1259 0.1 0.1 0.0
H -0.2436 -4.4346 0.5698 0.0 0.0 -0.1
H -2.8990 -2.5533 -0.1359 0.0 0.0 0.0
H -1.8451 -3.8675 -0.5812 0.0 -0.1 0.0
H -2.1071 -2.4013 -2.4895 -0.1 -0.1 0.0
H -0.4367 -2.4636 -1.8996 -0.1 0.2 -0.1
H -3.4291 -0.6939 -1.1845 -0.1 -0.1 0.1
H -2.9220 0.7593 -2.0056 0.0 0.1 0.0
H -3.8375 1.0461 0.3228 0.0 0.0 0.0
H -2.3480 1.9444 -0.0719 -0.1 -0.4 0.1
H -3.4260 -1.1832 1.0382 0.0 0.0 0.0
H -3.2185 -0.7387 2.6987 0.0 0.0 0.1
H -2.1936 -2.8470 2.4824 -0.1 -0.1 0.0
H -0.8981 -1.6584 2.6764 0.0 0.0 -0.1
H -1.8348 0.7320 3.3528 0.1 -0.1 0.0
H -3.1568 1.6371 2.6545 0.0 0.0 0.0
H -2.9663 3.4776 3.5747 0.1 0.1 0.0
H 0.6807 5.6057 4.0524 0.0 -0.2 -0.1
H 2.6148 4.2011 4.8824 0.0 0.0 -0.1
H 4.0972 3.7588 4.0021 -0.2 0.0 0.0
H 2.8123 2.5631 4.2419 0.0 0.1 -0.1
H 2.4546 6.1697 3.4011 0.0 -0.1 -0.1
H 2.1282 5.9928 1.6759 0.0 -0.1 0.0
H 3.7496 5.6779 2.3159 -0.1 0.0 0.0
H 2.9973 2.2451 1.6671 -0.1 -0.2 0.2
H 4.1045 3.6155 1.5613 -0.1 0.0 0.0
H 2.6260 3.5687 0.5909 0.1 -0.1 0.2
H -0.6561 7.4370 4.0783 -0.1 -0.1 0.0
H -2.2095 7.9395 4.7660 0.1 -0.1 0.0
H -2.1385 7.2083 3.1480 0.0 -0.1 0.1
H -0.1982 6.0254 6.1325 -0.2 0.0 0.0
H -1.3735 4.8136 6.6612 0.0 0.1 -0.1
H -1.7488 6.5444 6.8185 0.0 -0.1 -0.1
H -3.9165 5.5168 3.9728 0.1 0.0 0.1
H -3.8531 6.2978 5.5580 0.1 0.0 0.0
H -3.5934 4.5554 5.4241 0.1 0.1 0.0
H -1.4025 0.4681 -3.3922 -0.1 0.2 -0.1
H -0.3326 -0.9091 -3.3980 0.1 -0.1 0.0
H 1.8517 -0.3231 -3.8530 0.0 0.0 0.0
H 3.0189 3.7543 -3.4762 -0.1 0.0 0.1
H -1.3034 4.5573 -2.8647 0.1 0.0 0.0
H -0.8984 6.0020 -1.9128 -0.1 -0.1 0.0
H -1.0876 4.4093 -1.1282 0.2 0.1 0.0
H 0.6759 5.2562 -4.3535 0.0 0.0 0.1
H 2.2413 5.6602 -3.6375 -0.1 -0.1 0.1
H 0.8328 6.6432 -3.2533 0.0 -0.1 0.0
H 1.1684 4.6950 -0.1052 -0.1 0.0 -0.2
H 1.2705 6.3097 -0.8115 0.0 -0.1 -0.1
H 2.5903 5.1422 -1.0574 -0.1 0.0 -0.1
H 5.0479 1.0631 -2.3774 0.0 0.0 -0.1
H 5.1873 2.7118 -2.9936 0.0 -0.2 -0.1
H 6.1439 1.4087 -3.7322 -0.1 0.1 0.0
H 4.0572 -0.7800 -3.8896 0.0 0.1 0.0
H 5.1432 -0.2531 -5.1776 0.0 0.0 0.0
H 3.4018 -0.3474 -5.4718 0.1 0.0 0.0
H 4.2057 3.3328 -5.2602 0.0 -0.2 0.0
H 3.4481 2.0818 -6.2568 0.1 0.0 0.1
H 5.2101 2.0697 -5.9891 -0.1 0.0 0.1
H 5.3457 -3.0404 0.6717 -0.2 0.0 0.0
H 4.3202 0.4782 0.7712 0.0 -0.1 0.1
H 5.7589 -0.5396 0.6938 -0.1 0.0 0.1
H 5.5862 0.6731 1.9842 -0.1 -0.2 0.0
H 2.6729 0.1658 2.9374 0.1 0.0 -0.2
H 4.1626 0.2458 3.9123 -0.1 -0.1 0.0
H 3.0542 -1.1415 4.0279 0.1 0.1 -0.1
H 6.1974 -2.3505 2.4093 -0.1 0.1 0.1
H 4.9991 -2.6794 3.6687 0.0 0.1 -0.1
H 5.9677 -1.1893 3.7233 -0.1 -0.1 -0.1
```
Positions in Å, forces in eV/Å.

- LUMO level (eV) = 1.90
- gap between HOMO and LUMO (eV) = 6.241
- 2S+1 = 1
- E_tot (eV) = -65463.3652
- net charge = -1
- E_HOMO (Eh) = -0.1594

Formula: C51H78N3O22Sr2
Source: the Open Molecules 2025 dataset
Level of theory: wB97M-V/def2-TZVPD

Geometry as XYZ:
```
156
Properties=species:S:1:pos:R:3:forces:R:3
Sr 3.9783 1.6900 0.0050 -0.6 -1.4 0.2
Sr 0.1981 3.0653 -0.3658 -1.6 -1.6 -0.5
O -0.9825 -6.1962 -0.3565 0.1 -0.3 -0.4
H -0.5877 -6.3286 -1.2359 0.1 -0.2 0.0
H -1.9150 -6.4919 -0.3818 -0.1 0.2 0.2
H -0.9202 -5.2032 -0.1332 -0.6 0.7 0.7
C -1.5901 -1.4418 -0.0273 0.5 -0.1 0.1
C -0.7680 -0.3268 -0.1310 -0.8 0.4 -0.1
C 0.7277 -0.4994 -0.3459 0.7 -0.4 0.3
O 1.4848 0.5362 -0.5150 0.2 2.0 0.3
C 1.2615 -1.7537 -0.2963 -0.2 -0.1 0.3
C 0.4573 -2.8892 0.0080 0.4 0.0 -0.7
C -1.0533 -2.7237 0.0936 -0.5 0.3 0.2
O -1.7381 -3.7433 0.2841 0.6 -0.8 -0.4
O 0.9368 -4.0154 0.1105 -0.4 0.1 -0.3
O -1.2580 0.8432 -0.0510 1.0 0.8 0.1
H -2.6559 -1.3103 0.0839 0.0 0.0 0.0
H 2.3214 -1.9260 -0.3970 0.0 0.1 0.0
C 4.8751 -2.2271 0.1857 0.4 -0.3 0.2
O 4.5328 -1.0009 -0.4590 -0.3 0.6 -0.5
C 4.5177 -1.1824 -1.8732 0.8 -0.1 -0.6
C 4.3860 0.0906 -2.7261 -0.9 -0.2 -0.1
N 5.1074 1.2556 -2.1946 0.6 -0.6 0.1
C 5.3424 2.4372 -3.0553 0.3 0.2 0.2
C 6.5181 2.1954 -3.9943 0.3 -0.6 0.3
O 7.5994 1.7691 -3.1561 -0.2 0.1 0.1
C 8.6756 2.6689 -3.0863 1.0 0.9 0.2
H 5.9570 -2.3910 0.1485 0.0 0.1 0.0
H 4.4169 -3.0907 -0.3012 -0.2 0.1 0.0
H 4.5467 -2.1842 1.2205 -0.1 0.0 0.0
H 3.7365 -1.8924 -2.1612 -0.2 0.2 0.0
H 5.4523 -1.6503 -2.2139 0.1 -0.1 0.5
H 3.3281 0.3550 -2.8249 0.0 0.0 -0.1
H 4.7462 -0.2529 -3.7008 -0.1 0.3 -0.2
H 6.0637 0.9204 -2.0396 0.0 0.1 0.3
H 5.6956 3.2111 -2.3623 -0.2 0.1 -0.1
H 4.4352 2.8210 -3.5240 0.0 -0.3 -0.2
H 6.8011 3.0895 -4.5471 -0.2 0.0 -0.2
H 6.3488 1.3468 -4.6588 -0.2 0.3 -0.3
H 9.4104 2.3285 -2.3561 -0.2 -0.4 -0.1
H 8.4226 3.6880 -2.7502 -0.5 -0.2 -0.1
H 9.2071 2.8023 -4.0329 -0.2 -0.3 -0.1
C 0.7041 1.5218 -3.4953 0.2 0.5 0.8
O -0.2836 2.1982 -2.6778 0.3 -0.3 -0.5
C -1.3218 2.8454 -3.4050 0.6 2.2 -0.5
C -2.4141 3.1920 -2.4309 -0.3 -0.5 -1.3
N -1.9846 4.1254 -1.3657 -0.2 -0.7 -0.2
C -1.4980 5.4519 -1.8304 -1.5 -1.0 0.1
C -1.0984 6.2445 -0.6193 -0.2 0.7 -1.3
O 0.1965 5.7278 -0.2911 0.2 0.3 0.8
C 0.8448 6.4937 0.7313 0.4 -0.3 0.5
H 0.4820 1.6190 -4.5529 -0.2 -0.3 0.0
H 0.7558 0.5026 -3.1267 -0.1 -0.2 -0.4
H 1.6707 2.0089 -3.3004 0.0 0.0 -0.1
H -1.6254 2.4408 -4.3738 -0.2 -1.3 0.6
H -0.9033 3.7884 -3.8136 0.1 0.0 0.3
H -2.7943 2.2617 -2.0081 0.0 0.2 0.5
H -3.2410 3.6072 -3.0210 0.0 0.2 0.1
H -2.8790 4.2438 -0.8903 0.4 0.3 0.6
H -2.2809 5.9395 -2.4187 0.1 0.2 0.1
H -0.6480 5.3001 -2.4938 0.1 0.2 0.1
H -1.8060 6.2336 0.2140 0.1 -0.5 0.1
H -1.1153 7.2883 -0.9583 0.8 0.1 0.3
H 1.0037 7.5292 0.4362 -0.1 0.0 -0.1
H 1.8189 6.0362 0.9279 0.0 0.0 -0.2
H 0.3014 6.4376 1.6783 -0.2 0.2 -0.1
C 2.5821 -0.0555 2.9998 -1.4 -1.3 -0.2
O 3.7155 0.5211 2.3681 0.0 0.2 0.4
C 4.9667 0.1872 2.9733 0.8 0.4 -0.6
C 5.9439 1.2465 2.5227 0.1 0.9 0.3
N 6.1773 1.2108 1.0622 0.5 -0.4 1.4
C 7.1511 2.2224 0.6261 0.4 -0.5 -2.1
C 6.7315 3.6628 0.8561 -0.3 -0.9 0.6
O 5.4198 3.8974 0.2892 0.5 -0.2 -0.5
C 5.0600 5.2821 0.3862 -0.7 -0.4 1.5
H 1.9733 0.5992 3.6290 0.6 0.5 -0.1
H 2.7901 -0.9406 3.6076 0.6 0.2 0.0
H 1.9128 -0.4536 2.2282 0.1 0.2 -0.1
H 5.3274 -0.7762 2.5968 -0.3 -0.1 0.2
H 4.9700 0.1527 4.0622 -0.5 0.1 0.0
H 6.8730 1.1893 3.1009 0.0 -0.2 -0.1
H 5.5386 2.2456 2.7200 -0.2 -0.2 0.4
H 6.5598 0.2753 0.9345 0.1 0.2 -0.7
H 7.2516 2.0485 -0.4567 -0.3 0.3 -0.1
H 8.1933 2.0234 0.8972 -0.2 0.3 0.9
H 7.4705 4.3251 0.4100 0.0 0.1 0.1
H 6.6420 3.8045 1.9364 0.3 0.6 -0.1
H 5.8598 5.9799 0.1535 0.0 -0.2 -0.6
H 4.8008 5.4560 1.4399 0.1 0.2 -0.1
H 4.1304 5.4167 -0.1624 0.3 0.2 -0.5
C -5.6033 -2.8848 -0.1031 -0.2 -1.0 0.7
C -6.8299 -2.3531 0.2617 0.3 0.8 -0.9
C -7.8688 -3.1763 0.6454 -0.2 -0.7 0.1
C -7.6270 -4.5389 0.7864 0.0 -0.7 -1.0
C -6.4433 -5.1102 0.3260 0.0 0.5 1.1
C -5.4059 -4.2648 -0.0041 0.7 0.6 -0.8
O -4.1746 -4.7796 -0.3539 0.0 -0.7 -0.2
O -9.1272 -2.6686 0.7761 0.1 0.5 0.3
H -4.7774 -2.2796 -0.4567 -0.1 0.2 0.1
H -6.9797 -1.2998 0.0475 -0.3 -0.1 0.3
H -8.3971 -5.2514 1.0633 -0.3 0.3 0.1
H -6.3192 -6.1827 0.3591 0.1 0.0 0.0
H -3.4816 -4.1156 -0.2436 -0.1 0.1 0.2
H -9.7592 -3.3778 0.9307 0.1 0.0 0.0
C 2.2920 -4.3161 3.3719 -0.2 -0.4 0.0
C 2.5559 -3.9927 4.6976 0.3 -0.3 -0.7
C 2.7633 -5.0364 5.5905 -0.3 0.7 0.7
C 2.5683 -6.3526 5.2166 0.1 -0.2 0.0
C 2.1347 -6.6638 3.9374 0.8 0.1 -0.3
C 2.0719 -5.6475 3.0002 -1.0 1.1 -0.3
O 1.6167 -5.9250 1.7434 0.2 -1.0 0.0
O 3.0404 -4.8017 6.9198 0.2 -0.1 -0.1
H 2.1560 -3.5469 2.6162 0.0 0.1 0.1
H 2.6181 -2.9427 4.9594 0.1 -0.1 0.4
H 2.7874 -7.0987 5.9684 -0.2 -0.2 -0.1
H 1.9605 -7.6710 3.5848 -0.1 -0.1 0.3
H 1.3312 -5.1475 1.2420 0.3 0.0 0.4
H 3.5699 -4.0049 7.0110 0.0 0.0 0.0
C -7.3582 1.8396 -2.7372 -0.2 0.9 -0.2
C -6.1186 2.1417 -2.1731 -0.4 -0.5 -0.3
C -5.8621 1.7416 -0.8779 0.2 0.5 0.9
C -6.8945 1.2839 -0.0665 -0.1 -0.7 -0.4
C -8.1366 1.0182 -0.6229 0.1 1.2 0.3
C -8.3917 1.3782 -1.9478 0.0 -1.4 0.4
O -9.6191 1.1386 -2.4831 0.2 0.1 -0.2
O -4.6105 1.9512 -0.3207 0.4 0.5 -0.7
H -7.5595 2.0652 -3.7777 0.0 0.1 0.0
H -5.3947 2.6723 -2.7782 0.2 -0.2 0.1
H -6.7119 1.0851 0.9819 0.1 0.0 0.0
H -8.9572 0.7227 0.0217 0.0 -0.2 -0.1
H -10.0578 0.4890 -1.9236 -0.2 0.1 -0.1
H -4.3457 1.2050 0.2374 -0.5 0.0 0.3
C -5.2032 -1.8870 4.2497 -0.1 -0.5 -0.1
C -5.1226 -1.1345 3.0890 0.1 0.4 -0.1
C -3.8993 -0.6133 2.7173 0.6 -0.3 -0.2
C -2.7386 -0.8680 3.4454 -0.7 0.0 -0.3
C -2.8229 -1.7216 4.5305 0.2 -0.2 0.4
C -4.0486 -2.2436 4.9303 0.0 0.7 0.2
O -4.1499 -3.0379 6.0499 -0.1 0.0 -0.2
O -3.8087 0.1066 1.5350 -0.1 0.2 0.0
H -6.1401 -2.2570 4.6459 -0.1 0.0 -0.2
H -5.9691 -0.8967 2.4577 -0.2 -0.2 0.2
H -1.8259 -0.3881 3.1080 0.2 -0.2 0.2
H -1.9563 -1.9938 5.1233 0.1 0.1 -0.1
H -3.8355 -2.5428 6.8128 0.1 -0.1 0.1
H -2.8820 0.2010 1.2744 0.0 0.1 0.2
C -3.3954 -0.6615 -2.7450 -0.4 -0.6 -0.5
C -4.4040 -0.5008 -3.9052 0.2 0.0 0.5
O -3.5676 -0.4233 -5.0577 0.0 0.0 -0.3
C -2.2766 -0.3232 -4.7124 -0.7 -0.1 -0.4
O -1.4061 -0.0390 -5.4758 0.4 0.0 0.3
O -2.1165 -0.5827 -3.4024 0.3 0.8 0.6
H -3.4023 -1.6463 -2.2846 -0.3 0.0 0.1
H -3.5725 0.1036 -1.9892 0.5 0.1 0.0
H -4.9569 0.4324 -3.8450 -0.1 -0.1 0.1
H -5.0989 -1.3348 -3.9585 0.1 0.0 -0.3
```
Positions in Å, forces in eV/Å.

- LUMO level (eV) = -8.87
- gap between HOMO and LUMO (eV) = 3.470
- 2S+1 = 1
- E_tot (eV) = -105316.5695
- net charge = +3
- E_HOMO (Eh) = -0.4534